The following is a quantum chemistry calculation of an isolated molecule of C14H29N4O, from the OMol25 dataset.

Results
Largest force on an atom, eV/Å: 0.70
Lowest unoccupied orbital energy (spin up / spin down), eV: 0.5021 / 0.5008

The geometry in ORCA input format:
```
! wB97M-V def2-TZVPD RIJCOSX def2/J DEFGRID3
* xyz 0 2
N 2.36 -1.38 -0.76
H -3.02 -0.47 2.70
H 0.87 0.83 -1.35
H 1.67 1.01 1.56
H -1.91 2.71 0.37
H 3.69 -0.50 1.17
H 3.74 1.23 0.83
H 4.84 0.12 -0.01
H -3.81 0.67 -1.88
H -0.06 -1.06 -1.77
H 4.21 -0.35 -2.35
N -3.78 1.88 2.02
C 3.45 0.38 -2.09
C -0.01 -1.92 -1.11
N -3.86 -0.42 2.15
C -3.48 1.15 -0.96
N -4.39 0.66 0.08
C 1.57 0.95 -0.53
H -0.93 1.07 1.87
H -3.64 2.22 -1.11
H -4.72 -0.27 -0.14
H 0.05 2.48 1.59
C 1.11 -1.80 -0.07
H -3.95 2.65 1.39
C -3.99 0.77 1.43
H -0.97 -2.05 -0.61
O 2.63 -2.08 -1.80
H -0.61 2.54 -0.78
C -1.99 0.87 -0.74
H 2.14 -3.14 1.29
H 3.92 1.36 -2.00
C 3.83 0.24 0.38
C -1.20 1.99 -0.05
H 2.72 0.43 -2.89
C 2.80 0.05 -0.75
H 1.67 -3.87 -0.25
H 1.93 1.98 -0.57
H -1.89 -0.07 -0.18
C 1.36 -3.18 0.53
C -0.31 1.56 1.12
H -1.54 0.67 -1.72
H -0.28 -1.06 1.36
H -3.96 -1.25 1.58
C 0.75 -0.83 1.08
H 0.45 -3.56 0.99
H 1.36 -1.10 1.94
H 0.17 -2.80 -1.73
C 0.93 0.69 0.83
*
```

These are the natural (NBO) partial charges, in e, on atoms 1 to 8:
1. N 0.032
2. H 0.395
3. H 0.206
4. H 0.207
5. H 0.215
6. H 0.217
7. H 0.208
8. H 0.221


The following is a quantum chemistry calculation of the ion C14H29N4O3S with charge +1 at a distorted geometry, from the OMol25 dataset.

Results
Largest force on an atom, eV/Å: 5.16
Energy above the lowest of the compared OMol25 structures with the same formula, charge and spin, kJ/mol: 304.6
Lowest unoccupied orbital energy, eV: -2.8423

The geometry in ORCA input format:
```
! wB97M-V def2-TZVPD RIJCOSX def2/J DEFGRID3
* xyz 1 1
H -1.23 5.08 4.25
C -4.62 -1.75 3.84
H 1.23 0.63 -3.51
C -0.97 3.34 3.24
N 1.95 -1.83 -4.94
C -2.49 -0.59 2.69
H -3.27 0.24 2.80
H -4.58 -0.90 4.38
H 0.18 0.24 -5.84
C 0.16 0.44 -3.64
C -0.18 -0.20 -2.29
H -0.39 -0.90 3.04
C -0.66 1.14 2.21
H 1.28 0.97 -1.18
H 2.74 -0.08 0.52
O 2.43 -1.77 -2.12
H 2.06 -1.89 -3.89
H -2.47 -0.85 1.64
H -0.51 3.91 5.25
O -1.85 3.53 2.41
H 0.07 -2.40 -4.38
N 2.94 -0.83 -0.15
H 5.06 -0.99 -0.54
H 2.29 -2.69 -5.33
N 0.09 -0.08 0.14
C 4.27 -1.44 0.02
N -0.28 2.20 3.17
O 1.57 1.24 1.27
H 0.18 -2.23 -6.10
C -0.01 -0.33 -4.96
H -1.19 -0.37 -5.01
H 0.42 4.74 3.93
H 0.49 2.06 3.76
H 2.52 -1.14 -5.43
H -0.90 -0.15 -0.01
H -1.12 0.11 4.17
H -5.13 -1.68 2.92
C 0.50 0.63 1.26
C -0.51 4.33 4.27
H -0.41 1.38 -3.68
S -2.96 -2.24 3.46
C 2.20 -0.96 -1.18
H -0.98 0.25 -1.88
H -0.37 -1.32 -2.55
H 4.54 -1.44 1.11
H 4.20 -2.48 -0.24
C -1.11 -0.07 3.17
H -5.01 -2.47 4.59
C 0.48 -1.79 -5.16
C 0.88 -0.05 -1.15
H -1.52 1.44 1.60
*
```

These are the natural (NBO) partial charges, in e, on atoms 1 to 8:
1. H 0.245
2. C -0.731
3. H 0.194
4. C 0.681
5. N -0.705
6. C -0.511
7. H 0.229
8. H 0.210


The following is a quantum chemistry calculation of a cluster of 4 separate species, C14H30BClNO8S3 in total at a distorted geometry, from the OMol25 dataset.

Results
Largest force on an atom, eV/Å: 3.34
Lowest unoccupied orbital energy, eV: 2.4420

The geometry in ORCA input format:
```
! wB97M-V def2-TZVPD RIJCOSX def2/J DEFGRID3
* xyz -1 1
H -5.75 -0.23 -0.61
C 3.29 3.27 -1.25
H -5.52 0.71 2.38
C 3.81 3.54 0.16
H -1.05 -2.22 -2.46
H 2.75 -3.76 4.19
C -4.91 -0.27 0.23
H -2.44 -0.61 -3.48
H 3.61 4.57 0.48
S 0.66 -0.66 -3.04
O 0.67 -0.38 -1.62
O -3.57 -0.14 -0.43
Cl -2.60 2.33 -0.48
H 0.73 1.33 -4.36
H -0.57 -1.17 4.42
S -0.10 -2.42 2.44
C -0.65 -1.82 -3.40
C -1.00 0.09 -4.92
C 0.32 -1.37 3.83
H 3.90 2.50 -1.73
H -0.23 -2.63 -4.00
C 1.87 1.73 -0.01
H 0.53 -4.48 3.40
C -4.92 0.90 1.37
H -1.70 -0.95 1.05
C 1.06 -3.72 2.82
C 2.13 -3.03 3.67
C -1.71 -1.04 -4.18
C 1.38 -2.13 4.64
H 1.47 2.36 -2.05
S 2.92 2.44 1.25
C 1.85 2.78 -1.11
H 2.35 0.81 -0.35
H 2.78 -2.43 3.03
O 2.09 3.24 2.13
O 0.33 -1.76 1.23
H -2.26 -1.70 -4.86
H 0.72 -0.43 3.44
O -1.44 -2.92 2.62
H -0.61 1.32 -3.17
H -1.70 0.82 -5.33
H 1.45 -4.15 1.90
O 3.82 1.42 1.74
H -5.23 1.96 0.97
H -4.81 -1.34 0.73
N -1.45 0.08 1.01
C -0.06 0.72 -3.90
H 3.35 4.17 -1.87
H 0.89 -2.74 5.40
H 4.88 3.34 0.24
H -0.42 -0.33 -5.76
H 0.89 1.52 0.40
H 1.20 3.61 -0.82
B -2.75 0.72 0.49
H -0.66 0.25 0.35
H 2.05 -1.44 5.15
O 1.85 -1.08 -3.76
O -3.51 0.83 1.79
*
```

These are the natural (NBO) partial charges, in e, on atoms 1 to 8:
1. H 0.159
2. C -0.401
3. H 0.167
4. C -0.684
5. H 0.274
6. H 0.210
7. C -0.104
8. H 0.246


The following is a quantum chemistry calculation of a cluster of 6 separate species, C14H30Br12NO5P in total at a distorted geometry, from the OMol25 dataset.

Results
Largest force on an atom, eV/Å: 7.75
Lowest unoccupied orbital energy, eV: -0.0842

The geometry in ORCA input format:
```
! wB97M-V def2-TZVPD RIJCOSX def2/J DEFGRID3
* xyz 0 1
C 8.67 -0.05 -0.30
H 0.05 -1.86 8.15
H 8.62 -1.13 -0.45
C 0.32 -1.95 7.09
H 6.01 -3.06 4.94
O 0.34 -1.58 -3.36
H 4.82 -0.36 0.98
Br -10.70 -1.36 -1.24
H 9.72 0.24 -0.17
Br 0.28 -0.81 4.46
H -9.51 -0.30 0.65
H -8.91 -1.95 0.39
H -7.24 -0.04 -0.23
H -0.25 2.82 -1.45
O 0.01 0.08 -5.42
H 8.65 0.70 -2.32
Br 3.95 0.00 3.89
H -1.13 1.45 -0.92
C 8.04 0.74 -1.42
P -0.01 0.03 -3.88
H -1.51 -1.20 6.16
H 0.04 -1.61 -2.41
O -2.17 1.75 -3.55
H -7.66 2.77 -5.73
H -2.47 -0.30 -3.93
H 2.30 -0.49 1.67
Br 1.34 -0.58 -0.63
C 2.70 -0.16 0.71
C 5.12 -1.10 4.99
Br 4.04 -2.69 0.74
Br -4.22 3.25 -4.09
C 4.03 -0.78 0.36
C -1.79 0.37 -3.27
C 5.19 -2.52 4.47
C -5.52 2.94 -5.51
H -1.97 0.03 -2.19
H 1.07 0.89 -2.15
C -2.11 2.58 -2.39
O 1.14 1.07 -3.14
H 4.75 -1.03 6.01
H 1.40 -1.85 6.98
Br 6.32 -0.03 -1.94
Br -7.07 0.91 -4.20
N -1.18 2.42 -1.27
O -2.90 3.63 -2.32
Br -7.11 -1.81 -1.94
H -5.16 2.11 -6.11
C -0.46 -0.95 6.26
Br -0.15 -3.78 6.60
H 7.85 1.78 -1.16
H -8.32 0.34 -1.59
C -9.16 -1.01 -0.10
Br 3.58 -3.52 4.94
H -0.37 0.05 6.69
H 6.10 -0.63 4.93
C -6.90 2.71 -4.94
H -7.16 3.41 -4.14
H 4.29 -0.66 -0.69
C -8.01 -0.44 -0.90
H 5.29 -2.58 3.39
H -5.51 3.85 -6.11
Br 7.82 0.33 1.41
H 2.77 0.93 0.71
*
```

These are the natural (NBO) partial charges, in e, on atoms 1 to 8:
1. C -0.445
2. H 0.230
3. H 0.237
4. C -0.452
5. H 0.231
6. O -0.938
7. H 0.255
8. Br -0.014